This record from OMol25 describes a cluster of 2 separate species, CH5BS in total in a non-equilibrium geometry. The level of theory is ωB97M-V/def2-TZVPD.

Geometry as ORCA input:
```
! RIJCOSX wB97M-V def2-TZVPD def2/J DEFGRID3
* xyz 0 1
B -0.1737 -0.3551 -1.0433
C 0.5012 -0.9901 -0.0285
S -0.9582 0.6552 -2.2204
H 0.1436 0.7946 1.9242
H -0.4620 1.0909 2.1381
H 0.6469 -2.0414 -0.0751
H 0.3532 -0.7229 1.1889
H -0.0510 1.5689 -1.8839
*
```

The SMILES is [H][H].C=BS. For the strongest force on any atom, the calculation gives 4.14 eV/A. The orbital gap comes out at 0.3273 Eh.